Computed, not measured: an isolated molecule of C21H31N3O4S, with ωB97M-V with the def2-TZVPD basis set.

```
! RIJCOSX wB97M-V def2-TZVPD def2/J DEFGRID3
* xyz 0 1
C -7.8304 -0.6097 -0.4702
C -6.3830 -0.8230 -0.8538
O -6.0573 -1.6125 -1.7130
N -5.4625 -0.0992 -0.1456
C -4.0800 -0.2523 -0.2496
C -3.3481 -0.9235 -1.2178
C -1.9660 -0.9272 -1.1000
C -1.3493 -0.2796 -0.0473
S 0.4297 -0.3271 0.0560
O 0.8512 0.4328 1.2005
O 0.9917 0.0360 -1.2197
N 0.6766 -1.9749 0.2629
C 0.4122 -2.3977 1.6205
C 1.8959 -2.5026 -0.3267
C 3.1443 -1.9570 0.3819
O 3.6935 -2.5654 1.2810
N 3.5342 -0.7621 -0.0807
C 4.5894 0.0187 0.5326
C 4.0335 1.3425 1.0672
C 3.6253 2.2860 -0.0619
C 4.7881 2.5218 -1.0200
C 5.2919 1.1971 -1.5835
C 5.7409 0.2640 -0.4581
C 6.2756 -1.0543 -1.0108
C -2.0753 0.3880 0.9285
C -3.4463 0.3973 0.8174
C -4.4817 1.0027 1.7167
C -5.7540 0.9353 0.8522
C -5.9948 2.2750 0.1540
H -7.9973 -0.9301 0.5565
H -8.1262 0.4306 -0.5670
H -8.4436 -1.2174 -1.1300
H -3.8436 -1.4276 -2.0297
H -1.3504 -1.4261 -1.8303
H -0.5153 -1.9262 1.9398
H 0.2935 -3.4805 1.6366
H 1.2144 -2.1123 2.3067
H 1.8913 -2.2160 -1.3790
H 1.8735 -3.5910 -0.2346
H 2.9467 -0.2874 -0.7519
H 4.9587 -0.5907 1.3658
H 3.1641 1.1357 1.6935
H 4.8006 1.8176 1.6829
H 3.2971 3.2352 0.3668
H 2.7758 1.8654 -0.6034
H 4.4719 3.1758 -1.8354
H 5.6023 3.0205 -0.4874
H 4.4969 0.7206 -2.1608
H 6.1311 1.3762 -2.2601
H 6.5431 0.7594 0.1007
H 7.1490 -0.8790 -1.6353
H 6.5557 -1.7212 -0.1990
H 5.5167 -1.5511 -1.6108
H -1.5522 0.8793 1.7334
H -4.2419 2.0249 2.0041
H -4.5812 0.4081 2.6281
H -6.6294 0.6552 1.4418
H -6.8129 2.2107 -0.5583
H -6.2359 3.0395 0.8881
H -5.0978 2.5729 -0.3842
*
```

Results
Calculated total energy ... -45777.3170 eV
Energy relative to the best compared isomer or geometry (same formula, charge and spin) ... 6.0 kcal/mol
Strongest force on any atom ... 0.0191 hartree/bohr

Charges in e, computed with Mulliken, in the same order as the atoms: number 1, C, carries -1.328; number 2, C, carries 0.909; number 3, O, carries -0.618; number 4, N, carries 0.208; number 5, C, carries 0.156; number 6, C, carries -1.599; number 7, C, carries -0.523; number 8, C, carries -0.667; number 9, S, carries 2.153; number 10, O, carries -0.758; number 11, O, carries -0.845; number 12, N, carries 0.145; number 13, C, carries -0.898; number 14, C, carries -1.180; number 15, C, carries 0.770; number 16, O, carries -0.691; number 17, N, carries 0.116; number 18, C, carries -0.640; number 19, C, carries -1.150; number 20, C, carries -0.218; number 21, C, carries -0.881; number 22, C, carries -0.662; number 23, C, carries 0.315; number 24, C, carries -1.757; number 25, C, carries -0.495; number 26, C, carries 0.806; number 27, C, carries -0.969; number 28, C, carries -0.244; number 29, C, carries -1.393; number 30, H, carries 0.313; number 31, H, carries 0.291; number 32, H, carries 0.360; number 33, H, carries 0.520; number 34, H, carries 0.499; number 35, H, carries 0.325; number 36, H, carries 0.335; number 37, H, carries 0.295; number 38, H, carries 0.296; number 39, H, carries 0.532; number 40, H, carries 0.448; number 41, H, carries 0.674; number 42, H, carries 0.251; number 43, H, carries 0.543; number 44, H, carries 0.362; number 45, H, carries 0.105; number 46, H, carries 0.406; number 47, H, carries 0.327; number 48, H, carries 0.209; number 49, H, carries 0.359; number 50, H, carries 0.447; number 51, H, carries 0.499; number 52, H, carries 0.409; number 53, H, carries 0.270; number 54, H, carries 0.568; number 55, H, carries 0.420; number 56, H, carries 0.298; number 57, H, carries 0.452; number 58, H, carries 0.378; number 59, H, carries 0.387; number 60, H, carries 0.359